This record from OMol25 describes a molecular structure, C64H39I4N5SSr. The level of theory is ωB97M-V/def2-TZVPD.

Results
- total charge = -2
- HOMO-LUMO gap (spin up / spin down) (eV) = 4.94 / 4.94
- HOMO level (spin up / spin down) (eV) = -2.01 / -2.01

The geometry in XYZ format:
```
114
C64H39I4N5SSr (ωB97M-V/def2-TZVPD)
Sr 0.058 -0.439 -0.142
I 2.958 1.844 9.158
C 2.491 1.713 7.156
C 2.070 0.483 6.683
C 1.760 0.345 5.339
C 1.928 1.429 4.458
C 2.378 2.656 4.956
C 2.645 2.800 6.310
C 1.621 1.290 2.997
C 0.549 2.032 2.475
C -0.259 3.007 3.235
C -1.210 3.469 2.393
C -1.030 2.761 1.109
C -1.774 3.032 -0.065
C -2.889 4.023 0.093
C -4.202 3.574 0.246
C -5.250 4.468 0.395
C -4.948 5.815 0.410
I -6.487 7.219 0.746
C -3.657 6.310 0.267
C -2.614 5.402 0.112
C -1.478 2.527 -1.374
N -0.559 1.602 -1.728
C -0.476 1.569 -3.078
C 0.471 0.861 -3.821
C 0.376 1.024 -5.321
C -0.493 0.243 -6.063
C -0.592 0.381 -7.437
C 0.223 1.283 -8.107
I -0.006 1.608 -10.174
C 1.108 2.078 -7.388
C 1.178 1.965 -6.012
C 1.573 0.098 -3.342
C 2.643 -0.408 -4.166
C 3.577 -0.944 -3.321
C 3.070 -0.707 -1.971
N 1.851 -0.138 -2.043
C 3.796 -0.977 -0.777
C 3.483 -0.597 0.533
C 4.304 -0.839 1.710
C 3.675 -0.248 2.741
C 2.452 0.394 2.216
N 2.366 0.137 0.905
C 5.149 -1.627 -0.978
C 5.242 -3.012 -1.087
C 6.475 -3.625 -1.208
C 7.631 -2.840 -1.205
I 9.492 -3.800 -1.372
C 7.575 -1.462 -1.188
C 6.305 -0.848 -1.043
C -1.436 2.530 -3.657
C -2.070 3.089 -2.592
N 0.045 1.951 1.206
H 1.932 -0.328 7.374
H 1.321 -0.585 4.979
H 2.507 3.468 4.262
H 3.008 3.749 6.717
H -0.156 3.301 4.258
H -2.030 4.110 2.639
H -4.375 2.523 0.215
H -6.252 4.164 0.530
H -3.469 7.374 0.247
H -1.580 5.719 0.004
H -1.114 -0.468 -5.555
H -1.306 -0.199 -7.974
H 1.684 2.820 -7.901
H 1.840 2.618 -5.432
H 2.700 -0.416 -5.247
H 4.545 -1.389 -3.574
H 5.224 -1.421 1.787
H 3.999 -0.238 3.774
H 4.319 -3.586 -1.042
H 6.540 -4.696 -1.303
H 8.452 -0.832 -1.244
H 6.239 0.234 -1.081
H -1.633 2.724 -4.704
H -2.846 3.838 -2.602
C -1.698 -0.255 2.948
C -1.296 -1.657 3.042
C -1.773 -2.394 4.150
C -1.519 -3.738 4.175
C -0.791 -4.343 3.151
C -0.538 -5.728 3.146
C 0.166 -6.289 2.115
C 0.653 -5.487 1.096
C 0.460 -4.103 1.020
S 1.243 -3.178 -0.215
C -0.306 -3.507 2.092
N -0.595 -2.168 2.072
H -2.766 -0.229 2.730
H -1.195 0.229 2.117
H -1.484 0.353 3.811
H -2.394 -1.935 4.880
H -1.905 -4.366 4.967
H -0.957 -6.315 3.956
H 0.333 -7.347 2.109
H 1.190 -5.932 0.275
C -6.311 -1.122 0.279
C -5.214 -0.373 0.786
C -3.978 -0.439 0.200
C -3.703 -1.250 -0.921
C -2.369 -1.386 -1.421
C -2.285 -2.164 -2.556
C -3.388 -2.814 -3.153
C -4.650 -2.774 -2.590
C -4.846 -1.976 -1.459
C -6.104 -1.903 -0.818
H -7.314 -1.101 0.755
H -5.355 0.271 1.659
H -3.106 0.081 0.556
H -1.328 -2.289 -3.024
H -3.192 -3.429 -4.018
H -5.440 -3.414 -2.983
H -6.885 -2.516 -1.245
```

Mulliken population analysis, charges in e, atoms 1 to 8: Sr 1.11; I 0.04; C 0.08; C -0.76; C -0.24; C -0.50; C -0.25; C -0.69